1.
The following is a quantum chemistry calculation of one molecule with the formula C3H9N3O, from OMol25.

- HOMO: -9.20 eV
- E_tot: -9774.490 eV
- E_LUMO: 0.89 eV

Geometry as ORCA input:
```
! wB97M-V def2-TZVPD RIJCOSX def2/J DEFGRID3
* xyz 0 1
O 2.164 1.450 -1.871
C 1.712 0.973 -0.862
N 2.059 1.421 0.403
C 0.756 -0.207 -0.831
N -0.402 0.147 0.049
C -1.477 -0.798 0.018
N -1.935 -1.154 1.371
H 3.022 1.532 0.664
H 1.461 1.199 1.182
H 0.327 -0.482 -1.800
H 1.274 -1.051 -0.392
H -0.703 1.057 -0.258
H -2.331 -0.486 -0.609
H -1.175 -1.751 -0.431
H -2.894 -1.470 1.351
H -1.859 -0.381 2.017
*
```

2.
The following is a quantum chemistry calculation of a 3-piece molecular cluster, C4H10N2O2 overall, from OMol25.

- Expectation value of S²: 0.760
- HOMO (alpha / beta): -14.03 / -14.01 eV
- E_tot: -11376.748 eV
- E_LUMO (alpha / beta): -3.91 / -8.13 eV

Geometry as ORCA input:
```
! wB97M-V def2-TZVPD RIJCOSX def2/J DEFGRID3
* xyz 1 2
H -0.658 0.831 1.145
O -1.260 0.794 2.019
N 0.194 0.596 0.061
H -0.685 0.837 2.798
C -0.041 0.700 -1.242
C 0.943 -0.494 0.277
C 0.643 -0.373 -1.872
N 1.261 -1.077 -0.902
H 1.732 -1.953 -1.073
H 1.310 -0.777 1.249
H 0.757 -0.706 -2.889
C -0.680 1.901 -1.769
H -1.680 1.985 -1.311
H -0.247 2.787 -1.297
H -0.831 2.083 -2.828
O -0.412 -1.805 2.095
H -1.097 -1.102 2.142
H -0.928 -2.583 2.316
*
```

3.
The following is a quantum chemistry calculation of a 4-piece molecular cluster, C5H16N2O3 overall, from OMol25.

- HOMO: -8.46 eV
- E_tot: -14564.153 eV
- E_LUMO: 0.59 eV

Geometry as ORCA input:
```
! wB97M-V def2-TZVPD RIJCOSX def2/J DEFGRID3
* xyz 0 1
C 0.953 1.722 1.581
C 1.361 1.550 0.006
C 1.123 0.250 -0.607
C 0.960 0.228 -1.928
N 0.563 -1.098 -2.374
C 1.342 -2.073 -2.513
N -0.455 1.719 1.820
H 1.514 2.641 1.927
H 1.399 0.755 2.034
H 0.858 2.327 -0.561
H 2.513 1.724 -0.030
H 0.940 -0.652 0.098
H 1.395 0.966 -2.711
H 2.351 -2.116 -2.428
H 0.841 -3.047 -2.801
H -0.939 2.654 1.711
H -0.934 1.016 1.305
H -0.426 -0.882 2.978
H -0.311 -2.417 2.877
O 0.055 -1.596 2.605
H -3.061 0.492 -1.307
H -2.160 0.613 -0.217
O -2.619 1.126 -0.824
H -1.294 -1.496 1.445
H -1.647 -1.424 -0.090
O -1.966 -1.476 0.770
*
```

4.
The following is a quantum chemistry calculation of a 2-piece molecular cluster, CH4NOPS overall, from OMol25.

- HOMO (alpha / beta): -8.52 / -8.23 eV
- E_tot: -24759.758 eV
- E_LUMO (alpha / beta): -1.16 / -1.06 eV

Geometry as ORCA input:
```
! wB97M-V def2-TZVPD RIJCOSX def2/J DEFGRID3
* xyz 0 1
C -1.018 -1.021 -0.017
N 1.208 0.897 0.491
O 0.055 -1.594 0.117
P -0.046 1.856 -0.137
S 2.086 -0.347 -0.244
H -1.489 -1.159 -0.907
H -1.779 -0.788 0.777
H 1.179 0.833 1.497
H -0.195 1.323 -1.578
*
```

5.
The following is a quantum chemistry calculation of C10H10N2O as an isolated structure, from OMol25.

- HOMO: -8.06 eV
- E_tot: -15550.166 eV
- E_LUMO: 0.17 eV

Geometry as ORCA input:
```
! wB97M-V def2-TZVPD RIJCOSX def2/J DEFGRID3
* xyz 0 1
C -0.128 -2.172 -2.022
C -0.268 0.011 -1.600
C 0.091 1.122 -2.347
C 0.754 2.234 -1.607
C 0.760 2.286 -0.263
C 0.325 1.308 0.521
C 0.270 1.489 1.929
C -0.206 0.519 2.679
C -0.566 -0.779 1.986
C -0.304 0.110 -0.170
H 0.551 -2.132 -3.348
H 0.829 -2.254 -0.909
H -0.809 -3.426 -1.851
H -0.300 1.419 -3.523
H 0.583 3.112 -2.376
H 1.413 3.043 0.197
H 0.495 2.620 2.158
H -0.446 1.024 3.703
H -0.109 -2.629 3.686
H -0.777 -2.799 1.945
N -0.171 -2.079 2.557
N -0.828 -0.907 0.674
O -1.157 -1.119 -2.020
*
```

6.
The following is a quantum chemistry calculation of C10H10N2 as an isolated structure, from OMol25.

- HOMO: -7.41 eV
- E_tot: -13504.270 eV
- E_LUMO: 0.28 eV

Geometry as ORCA input:
```
! wB97M-V def2-TZVPD RIJCOSX def2/J DEFGRID3
* xyz 0 1
C -2.498 -0.684 0.707
C -1.219 -1.448 -1.081
C -0.067 -1.583 -1.789
C 1.059 -0.792 -1.524
C 0.983 0.149 -0.457
C 2.019 0.957 -0.027
C 1.963 1.885 1.118
C 0.731 1.823 1.812
C -0.456 1.142 1.505
C -0.288 0.138 0.359
H -2.680 0.133 0.578
H -3.295 -1.288 0.225
H -2.327 -1.056 1.918
H -2.140 -2.135 -1.391
H -0.216 -2.555 -2.745
H 3.018 -0.163 -2.345
H 3.030 0.890 -0.367
H 2.732 2.436 1.425
H 0.132 2.525 2.493
H -1.269 1.125 1.882
N -1.279 -0.596 0.052
N 2.068 -0.905 -2.350
*
```